No. 1
Computed, not measured: 12 unconnected molecules or ions with the total composition C49H131N15O17, with ωB97M-V/def2-TZVPD.

Structure (XYZ):
```
212
Properties=species:S:1:pos:R:3
C -7.52 -8.89 29.20
O -7.43 -7.67 29.25
N -8.46 -9.61 28.73
N -6.74 -9.65 29.90
H -8.33 -10.61 28.71
H -9.22 -9.23 28.19
H -7.07 -10.60 30.02
H -5.94 -9.30 30.40
C -11.58 -13.09 20.94
O -11.83 -14.11 20.28
N -11.43 -13.09 22.22
N -11.33 -11.99 20.37
H -11.52 -13.97 22.71
H -11.42 -12.24 22.76
H -11.25 -11.19 20.98
H -11.40 -11.97 19.37
C -11.51 -7.68 27.60
O -10.43 -8.25 27.51
N -11.77 -6.56 28.21
N -12.59 -8.22 27.13
H -12.72 -6.24 28.35
H -10.98 -6.09 28.62
H -13.44 -7.84 27.52
H -12.66 -9.10 26.63
C -9.23 -2.70 25.97
C -10.73 -3.16 26.04
C -10.91 -4.64 25.61
O -10.28 -4.97 24.36
C -10.45 -6.29 23.97
N -11.22 -2.91 27.41
H -8.65 -3.14 26.77
H -9.18 -1.63 26.17
H -8.77 -2.71 24.98
H -11.29 -2.52 25.35
H -11.99 -4.81 25.68
H -10.42 -5.32 26.31
H -10.41 -6.48 22.90
H -11.44 -6.67 24.21
H -9.67 -6.89 24.46
H -10.83 -2.01 27.66
H -10.84 -3.45 28.17
C -8.53 -16.88 29.71
C -9.02 -16.32 28.34
C -8.68 -14.75 28.23
O -9.25 -14.10 27.07
C -9.40 -12.70 27.15
N -8.35 -17.19 27.29
H -8.75 -17.95 29.70
H -9.21 -16.53 30.49
H -7.47 -16.96 29.93
H -10.10 -16.35 28.16
H -7.60 -14.62 28.13
H -8.92 -14.25 29.16
H -9.99 -12.39 26.28
H -8.38 -12.35 27.03
H -9.88 -12.36 28.07
H -8.54 -16.83 26.37
H -7.36 -17.00 27.34
C -9.53 -10.10 24.71
C -10.33 -9.71 23.46
C -9.54 -9.79 22.13
O -10.28 -9.17 21.10
C -9.60 -8.92 19.95
N -11.54 -10.54 23.42
H -8.66 -9.45 24.80
H -9.16 -11.12 24.56
H -10.11 -10.00 25.62
H -10.87 -8.76 23.55
H -9.21 -10.81 21.93
H -8.66 -9.19 22.37
H -8.70 -8.33 20.11
H -10.15 -8.36 19.20
H -9.43 -9.81 19.35
H -12.05 -10.28 24.25
H -12.10 -10.18 22.66
C -8.00 -9.57 16.74
C -8.92 -10.69 16.20
C -10.39 -10.40 16.36
O -10.93 -10.54 17.62
C -12.28 -10.12 17.67
N -8.59 -10.90 14.76
H -8.26 -8.56 16.40
H -6.95 -9.76 16.52
H -8.07 -9.54 17.82
H -8.66 -11.57 16.79
H -10.92 -11.16 15.78
H -10.54 -9.41 15.92
H -12.42 -9.07 17.40
H -12.69 -10.18 18.68
H -12.86 -10.74 16.99
H -7.59 -11.00 14.71
H -8.76 -10.04 14.27
C -12.68 -11.47 26.99
O -12.85 -10.51 25.88
C -14.12 -10.59 25.30
C -14.52 -11.79 24.43
N -15.18 -12.79 25.26
C -15.41 -13.93 24.40
C -15.39 -15.18 25.22
O -16.58 -15.30 25.98
C -16.98 -16.65 26.25
H -12.42 -12.49 26.68
H -13.62 -11.59 27.52
H -11.95 -11.07 27.69
H -14.21 -9.68 24.71
H -14.91 -10.35 26.01
H -13.64 -12.16 23.91
H -15.34 -11.48 23.79
H -15.98 -12.51 25.81
H -14.59 -14.11 23.70
H -16.38 -13.68 23.97
H -14.51 -15.23 25.85
H -15.34 -16.01 24.52
H -17.00 -17.34 25.40
H -17.96 -16.70 26.70
H -16.34 -17.17 26.96
C -4.05 -18.26 19.99
O -5.32 -17.74 20.05
C -6.23 -18.47 19.35
C -7.39 -17.49 19.04
N -6.94 -16.47 18.06
C -7.98 -15.77 17.35
C -8.52 -14.70 18.38
O -7.52 -13.81 18.78
C -8.05 -13.07 19.89
H -3.97 -19.33 20.15
H -3.42 -17.72 20.69
H -3.58 -18.23 19.00
H -6.60 -19.25 20.01
H -5.93 -18.97 18.42
H -7.72 -16.97 19.94
H -8.20 -18.10 18.66
H -6.37 -15.77 18.51
H -8.89 -16.23 16.97
H -7.49 -15.27 16.51
H -8.98 -15.15 19.25
H -9.34 -14.18 17.87
H -8.51 -13.59 20.73
H -8.73 -12.40 19.36
H -7.28 -12.51 20.42
C -3.14 -16.00 23.45
O -4.46 -16.09 24.05
C -5.48 -16.79 23.37
C -6.66 -16.81 24.40
N -7.15 -15.44 24.62
C -7.91 -14.82 23.49
C -7.53 -13.31 23.57
O -6.34 -12.93 22.92
C -6.15 -11.56 23.11
H -2.72 -15.05 23.80
H -3.03 -16.16 22.37
H -2.54 -16.85 23.78
H -5.26 -17.79 23.00
H -5.73 -16.21 22.48
H -6.28 -17.25 25.32
H -7.42 -17.50 24.04
H -6.34 -14.84 24.64
H -8.98 -15.00 23.59
H -7.58 -15.22 22.53
H -7.45 -12.97 24.60
H -8.44 -12.84 23.21
H -6.85 -11.10 22.41
H -5.16 -11.24 22.78
H -6.21 -11.19 24.14
C -14.72 -5.39 23.56
O -14.23 -5.95 22.39
C -14.01 -7.32 22.55
C -13.48 -7.96 21.24
N -13.27 -9.42 21.30
C -14.50 -10.27 21.38
C -15.23 -10.32 20.08
O -15.46 -11.65 19.73
C -16.14 -11.99 18.54
H -15.70 -5.72 23.93
H -14.88 -4.33 23.37
H -14.10 -5.52 24.45
H -14.94 -7.82 22.82
H -13.20 -7.34 23.28
H -12.57 -7.40 21.02
H -14.27 -7.61 20.58
H -12.56 -9.67 20.63
H -15.11 -9.81 22.16
H -14.22 -11.26 21.74
H -14.71 -9.71 19.35
H -16.17 -9.80 20.30
H -17.19 -11.73 18.63
H -16.30 -13.07 18.44
H -15.70 -11.46 17.70
C -7.18 -6.59 26.16
O -6.27 -6.47 25.02
C -6.56 -7.43 23.98
C -5.85 -6.85 22.77
N -6.14 -7.69 21.52
C -5.47 -7.07 20.39
C -5.51 -8.14 19.30
O -4.50 -9.06 19.57
C -4.77 -10.33 18.94
H -8.21 -6.32 25.96
H -6.86 -5.90 26.94
H -7.11 -7.59 26.58
H -7.62 -7.60 23.79
H -6.20 -8.38 24.39
H -4.78 -6.78 22.93
H -5.87 -5.78 22.55
H -5.95 -8.67 21.61
H -4.46 -6.71 20.59
H -5.98 -6.16 20.09
H -5.44 -7.66 18.33
H -6.53 -8.51 19.31
H -4.62 -10.18 17.87
H -5.70 -10.80 19.24
H -3.93 -10.99 19.17
```

Calculated values
HOMO level (hartree): -0.295
Maximum force (Eh/bohr): 0.1212
Electronic energy (eV): -110084.2209
Energy relative to the best compared isomer or geometry (same formula, charge and spin) (kcal per mole): 88.64


No. 2
Computed, not measured: 26 unconnected molecules or ions with the total composition C49H142N40O29, with ωB97M-V/def2-TZVPD.

Structure (XYZ):
```
260
Properties=species:S:1:pos:R:3
C 0.98 -1.56 1.86
C 1.64 -0.65 1.10
C 1.00 -0.04 -0.11
O 1.55 0.77 -0.97
C -0.35 -0.15 -0.47
C -1.16 -0.98 0.35
C -0.44 -1.89 1.49
O -1.11 -2.69 2.19
O -2.31 -1.17 0.04
O 2.81 -0.31 1.58
H 1.32 -1.97 2.80
H -0.70 0.40 -1.33
C -2.55 2.95 0.02
C -2.25 3.65 1.43
C -3.53 4.41 2.00
O -3.89 5.55 1.19
C -2.99 6.67 1.41
N -1.97 2.57 2.34
H -2.65 3.66 -0.81
H -3.51 2.46 0.15
H -1.74 2.24 -0.19
H -1.44 4.38 1.40
H -3.46 4.66 3.06
H -4.40 3.76 2.01
H -3.46 7.41 0.76
H -2.01 6.42 1.00
H -2.90 7.01 2.44
H -2.70 1.87 2.22
H -1.16 2.10 1.95
C 4.99 4.54 0.77
C 6.29 5.40 0.71
C 6.76 6.07 2.02
O 5.78 6.90 2.65
C 5.46 8.19 2.14
N 7.32 4.51 0.10
H 5.16 3.73 1.47
H 4.69 4.02 -0.14
H 4.22 5.22 1.16
H 6.18 6.29 0.08
H 7.68 6.66 1.96
H 7.03 5.25 2.68
H 5.30 8.21 1.06
H 6.25 8.85 2.49
H 4.62 8.66 2.66
H 7.05 4.10 -0.79
H 8.09 5.08 -0.23
C 2.18 3.98 -5.07
C 2.10 4.62 -3.63
C 0.65 5.11 -3.34
O 0.49 5.82 -2.11
C -0.59 6.77 -2.17
N 2.62 3.76 -2.62
H 2.11 4.68 -5.90
H 1.51 3.13 -5.21
H 3.17 3.56 -5.23
H 2.77 5.47 -3.58
H -0.11 4.33 -3.40
H 0.51 5.82 -4.16
H -0.77 7.17 -1.17
H -1.49 6.29 -2.57
H -0.21 7.60 -2.77
H 2.47 4.19 -1.72
H 2.04 2.93 -2.53
C -8.57 -2.02 -0.03
C -7.83 -0.79 -0.50
C -8.84 0.31 -0.77
O -9.70 0.06 -1.87
C -10.98 0.75 -1.72
N -6.82 -0.43 0.49
H -7.88 -2.84 0.18
H -9.29 -2.36 -0.77
H -9.21 -1.82 0.84
H -7.25 -1.12 -1.36
H -8.29 1.22 -1.03
H -9.38 0.53 0.16
H -11.49 0.40 -0.82
H -11.56 0.51 -2.61
H -10.76 1.82 -1.66
H -7.27 -0.19 1.36
H -6.32 -1.26 0.78
C -3.88 0.27 3.03
O -4.48 0.98 3.83
N -4.07 0.08 1.78
N -2.84 -0.42 3.35
H -4.73 0.60 1.21
H -3.39 -0.40 1.21
H -2.61 -0.56 4.33
H -2.50 -1.10 2.69
C -4.65 -3.91 2.06
O -5.62 -4.56 2.37
N -4.38 -3.29 0.92
N -3.60 -3.92 2.84
H -3.74 -2.53 1.11
H -5.03 -3.30 0.14
H -3.47 -4.30 3.77
H -2.79 -3.45 2.48
C -6.30 -4.57 -1.90
O -5.65 -4.99 -1.03
N -7.48 -5.00 -2.15
N -5.94 -3.56 -2.68
H -8.00 -4.55 -2.89
H -7.89 -5.74 -1.59
H -5.00 -3.19 -2.71
H -6.60 -3.14 -3.32
C 5.70 -2.60 1.79
O 6.02 -3.58 2.39
N 6.38 -1.57 1.84
N 4.61 -2.58 1.08
H 6.06 -0.74 1.36
H 7.20 -1.55 2.43
H 4.04 -1.74 1.12
H 4.28 -3.51 0.87
C -1.55 -3.44 -2.66
O -1.23 -4.46 -3.19
N -2.46 -3.43 -1.73
N -0.91 -2.34 -2.71
H -2.53 -2.54 -1.25
H -2.67 -4.33 -1.32
H -0.18 -2.23 -3.39
H -1.29 -1.58 -2.16
C -3.18 -1.53 -5.99
O -3.07 -1.90 -7.11
N -2.98 -0.28 -5.61
N -3.66 -2.21 -4.98
H -2.67 0.37 -6.31
H -2.88 -0.02 -4.64
H -3.86 -3.19 -5.12
H -3.44 -1.88 -4.06
C 1.21 -0.84 5.47
O 1.47 -2.02 5.46
N 1.42 -0.10 6.48
N 0.50 -0.13 4.64
H 1.25 0.90 6.47
H 1.89 -0.47 7.29
H 0.28 -0.49 3.72
H 0.41 0.86 4.81
C 0.72 -4.95 -0.61
O 0.63 -5.74 -1.56
N -0.03 -4.99 0.45
N 1.53 -3.91 -0.67
H 0.02 -4.22 1.10
H -0.70 -5.74 0.54
H 2.17 -3.86 -1.45
H 1.76 -3.42 0.18
C -1.76 -3.77 5.90
O -2.52 -4.62 5.40
N -1.74 -3.58 7.21
N -1.09 -2.99 5.05
H -2.27 -4.27 7.72
H -0.99 -3.01 7.57
H -0.37 -2.37 5.39
H -1.28 -3.05 4.06
C -4.58 0.48 -2.39
O -3.59 0.69 -3.03
N -4.60 -0.33 -1.37
N -5.69 1.12 -2.60
H -5.46 -0.43 -0.85
H -3.75 -0.81 -1.11
H -5.80 1.61 -3.48
H -6.49 0.92 -2.02
C 5.22 -3.39 -2.45
O 4.06 -3.70 -2.28
N 5.91 -3.98 -3.37
N 5.95 -2.61 -1.72
H 5.45 -4.70 -3.91
H 6.90 -3.80 -3.46
H 5.61 -2.31 -0.81
H 6.94 -2.59 -1.90
C -2.92 -7.68 3.48
O -2.62 -8.57 2.65
N -2.02 -6.87 3.86
N -3.97 -7.51 4.19
H -2.03 -6.31 4.70
H -1.22 -6.84 3.24
H -4.00 -6.72 4.82
H -4.66 -8.23 4.06
C 4.76 1.10 4.52
O 5.21 1.57 5.51
N 4.72 1.74 3.38
N 4.31 -0.13 4.48
H 4.93 2.73 3.43
H 4.25 1.30 2.60
H 4.25 -0.69 5.32
H 3.83 -0.37 3.63
C 6.39 4.26 -3.45
O 7.60 4.55 -3.52
N 5.54 4.49 -4.35
N 5.77 3.54 -2.63
H 4.55 4.28 -4.27
H 5.86 5.02 -5.15
H 4.77 3.52 -2.73
H 6.31 2.91 -2.05
C 1.47 4.10 1.39
O 1.20 5.19 1.88
N 1.36 3.88 0.11
N 1.87 3.04 2.02
H 1.50 2.95 -0.25
H 0.77 4.56 -0.35
H 2.06 2.18 1.51
H 1.99 3.01 3.02
C 5.61 0.86 -0.78
O 6.78 1.20 -1.16
N 5.11 1.18 0.38
N 4.71 0.23 -1.48
H 5.65 1.82 0.95
H 4.25 0.76 0.68
H 3.89 -0.10 -0.99
H 4.89 -0.08 -2.42
C 0.20 0.75 -4.58
O -0.06 0.69 -5.81
N 1.36 0.35 -4.06
N -0.70 1.07 -3.70
H 2.07 0.29 -4.77
H 1.64 0.34 -3.09
H -0.56 0.96 -2.70
H -1.63 1.28 -4.00
C 2.75 -4.77 3.41
O 3.53 -5.58 3.02
N 1.51 -4.73 3.17
N 3.06 -3.88 4.27
H 1.18 -5.53 2.64
H 0.96 -3.96 3.54
H 2.40 -3.22 4.65
H 4.00 -3.87 4.64
C 4.66 0.89 -6.03
C 4.36 -0.52 -6.47
C 4.83 -1.63 -5.45
O 2.92 -0.53 -6.59
H 4.24 1.64 -6.70
H 5.72 1.11 -5.88
H 4.19 1.07 -5.06
H 4.86 -0.71 -7.42
H 4.66 -2.67 -5.73
H 4.24 -1.55 -4.53
H 5.85 -1.41 -5.14
H 2.74 -0.38 -7.52
C 2.46 -5.37 9.19
C 2.24 -4.88 7.82
C 1.21 -5.76 7.07
O 1.71 -3.58 7.88
H 2.59 -6.45 9.13
H 1.57 -5.33 9.81
H 3.21 -4.81 9.77
H 3.22 -4.93 7.34
H 1.16 -5.38 6.05
H 0.20 -5.61 7.47
H 1.34 -6.82 7.28
H 1.50 -3.41 6.96
C -3.22 3.50 -4.48
C -3.27 4.48 -5.62
C -2.41 3.88 -6.74
O -4.59 4.43 -6.16
H -3.64 2.53 -4.75
H -3.85 3.98 -3.73
H -2.22 3.19 -4.17
H -3.10 5.46 -5.19
H -1.36 4.03 -6.48
H -2.56 4.42 -7.67
H -2.49 2.80 -6.87
H -4.63 5.12 -6.82
```

Calculated values
HOMO level (hartree): -0.175
Maximum force (Eh/bohr): 0.1756
Electronic energy (eV): -172109.6980
Charge: -2


Among the records above, which one has the highest electronic energy?
C49H131N15O17


What is the maximum force in the second record?
0.1756 Eh/bohr